Record 1
# C14H9N4O6

2 unconnected molecules or ions with the total composition C14H9N4O6 in a non-equilibrium geometry (wB97M-V/def2-TZVPD, OMol25).

Geometry as ORCA input:
```
! RIJCOSX wB97M-V def2-TZVPD def2/J DEFGRID3
* xyz -1 1
O -3.281 -0.146 1.887
O -2.018 1.510 -1.282
O 3.262 0.944 4.231
O 1.158 -1.974 -1.710
O 1.805 -0.189 5.405
O -2.057 -0.766 3.728
N -0.805 -0.563 4.249
N 2.097 0.520 4.424
N -2.235 -0.058 2.507
N 1.256 4.012 -0.332
C -1.996 0.262 -3.319
C 1.458 1.832 2.448
C 0.932 3.200 0.444
C 0.116 -1.278 -2.267
C -1.410 -0.730 -4.074
C -1.048 0.652 2.320
C 1.108 0.901 3.441
C -0.483 -0.296 -1.473
C -1.538 0.563 -1.962
C -0.351 -1.508 -3.584
C -0.209 0.314 3.390
C -0.703 1.569 1.328
C 1.836 -2.950 -2.537
C 0.556 2.202 1.416
H -2.805 0.871 -3.719
H 1.161 -3.768 -2.826
H -0.118 -0.124 -0.466
H 0.121 -2.277 -4.204
H -1.764 -0.924 -5.087
H 2.644 -3.338 -1.917
H -1.392 1.743 0.504
H 2.453 2.283 2.481
H 2.251 -2.489 -3.445
*
```

lowest unoccupied orbital energy	0.30	eV
E_tot	-32902.1425	eV
HOMO level	-3.5	eV
energy above the lowest of the compared OMol25 structures with the same formula, charge and spin	0.00	kcal per mole


Record 2
# C3H13N2O3

3 unconnected molecules or ions with the total composition C3H13N2O3 in a non-equilibrium geometry (wB97M-V/def2-TZVPD, OMol25).

Geometry as ORCA input:
```
! RIJCOSX wB97M-V def2-TZVPD def2/J DEFGRID3
* xyz 1 1
O -2.787 0.136 -0.160
O 1.190 1.144 -0.424
O -1.731 2.135 1.028
N -0.823 -0.499 0.736
N 2.703 0.060 -1.910
C 0.590 -1.174 0.948
C 1.267 -1.232 -0.402
C 1.704 0.063 -0.892
H 2.232 -1.776 -0.183
H 2.864 0.948 -2.406
H -0.968 2.596 0.650
H -2.259 2.788 1.363
H 0.616 -2.122 1.459
H 1.174 -0.580 1.686
H 2.846 -0.866 -2.384
H -1.312 -0.307 1.685
H -1.331 -1.029 0.110
H -2.407 1.055 0.171
H 0.816 -1.858 -1.150
H -3.674 0.057 -0.309
H -0.710 0.463 0.384
*
```

lowest unoccupied orbital energy	-2.90	eV
E_tot	-12437.9547	eV
HOMO level	-14.0	eV
energy above the lowest of the compared OMol25 structures with the same formula, charge and spin	39.60	kcal per mole


Record 3
# F6Li5Sr

A molecular structure, F6Li5Sr in a non-equilibrium geometry (wB97M-V/def2-TZVPD, OMol25).

Geometry as ORCA input:
```
! RIJCOSX wB97M-V def2-TZVPD def2/J DEFGRID3
* xyz 0 2
Sr -0.999 1.675 -1.042
F 1.404 2.009 -1.253
F -0.310 2.685 1.290
F 0.917 -2.500 -0.646
F -0.620 -0.602 -2.269
F -2.425 0.000 0.375
F 0.235 -0.087 0.459
Li -1.671 -0.411 2.164
Li 1.383 -0.568 -1.714
Li 2.043 -1.460 0.804
Li 1.089 0.922 1.992
Li -1.048 -1.663 -0.160
*
```

lowest unoccupied orbital energy (spin up / spin down)	-0.92 / -0.80	eV
E_tot	-18176.5748	eV
HOMO level (spin up / spin down)	-4.9 / -9.8	eV


Record 4
# C4H7N4O

A gas-phase ion, C4H7N4O (charge +1) in a non-equilibrium geometry (wB97M-V/def2-TZVPD, OMol25).

Geometry as ORCA input:
```
! RIJCOSX wB97M-V def2-TZVPD def2/J DEFGRID3
* xyz 1 1
O 3.344 0.813 -0.149
N -1.404 -0.202 -0.013
N -0.655 -1.120 0.148
N 0.410 1.290 0.012
N 2.811 -1.388 -0.026
C -0.934 1.075 -0.216
C 2.572 -0.117 -0.027
C 1.193 0.289 0.225
C -2.793 -0.316 0.012
H -3.149 0.615 -0.327
H 0.687 2.227 0.158
H -1.610 1.901 -0.206
H 3.883 -1.592 -0.103
H -3.122 -0.329 1.096
H -3.282 -0.976 -0.599
H 2.048 -2.172 0.014
*
```

lowest unoccupied orbital energy (spin up / spin down)	-5.69 / -5.32	eV
E_tot	-12256.4323	eV
HOMO level (spin up / spin down)	-13.5 / -13.6	eV
energy above the lowest of the compared OMol25 structures with the same formula, charge and spin	121.00	kcal per mole


Record 5
# C5H22N3O3

4 unconnected molecules or ions with the total composition C5H22N3O3 in a non-equilibrium geometry (wB97M-V/def2-TZVPD, OMol25).

Geometry as ORCA input:
```
! RIJCOSX wB97M-V def2-TZVPD def2/J DEFGRID3
* xyz 1 1
O -0.584 1.427 2.071
O -3.099 -1.046 -0.988
O 2.125 0.699 1.451
N -0.091 -0.784 -0.243
N -1.800 1.510 -0.998
N 1.337 -2.080 2.009
C 0.264 0.199 -1.275
C -0.261 1.621 -0.856
C 0.195 2.711 -1.761
C 0.771 -1.986 -0.322
C 0.512 -2.721 0.989
H -0.067 -0.226 -2.271
H 1.257 2.770 -1.921
H 0.044 3.698 -1.230
H 0.348 1.679 1.865
H -0.450 1.297 2.967
H 1.853 -1.978 -0.406
H -2.365 2.233 -0.661
H -2.059 1.685 -2.035
H -0.069 2.940 -2.810
H -0.628 -2.563 1.368
H 0.017 1.927 0.188
H -2.126 0.587 -0.525
H -2.149 -1.463 -0.802
H 3.129 0.635 1.427
H 2.277 -2.261 1.970
H 0.081 -0.290 0.576
H 0.353 -2.640 -1.087
H -3.701 -1.690 -0.985
H 0.708 -3.880 0.687
H 1.368 0.223 -1.225
H 1.077 -2.097 2.955
H 1.736 -0.137 1.880
*
```

lowest unoccupied orbital energy	-2.53	eV
E_tot	-16146.9479	eV
HOMO level	-12.7	eV
energy above the lowest of the compared OMol25 structures with the same formula, charge and spin	53.70	kcal per mole


Record 6
# C18H18ClN5O2

A single C18H18ClN5O2 molecule (wB97M-V/def2-TZVPD, OMol25).

Geometry as ORCA input:
```
! RIJCOSX wB97M-V def2-TZVPD def2/J DEFGRID3
* xyz 0 1
Cl 7.453 0.842 -0.299
O 0.082 -1.562 1.629
O 3.658 -2.405 -0.155
N 1.443 -2.503 -0.538
N -5.666 0.428 0.106
N -5.074 -0.534 2.032
N 0.211 -1.862 -0.605
N 2.514 -0.469 -0.646
C -2.713 -1.044 1.375
C -2.181 -0.318 -0.885
C -6.033 0.049 1.376
C -6.211 2.649 -0.781
C -1.813 -0.936 0.322
C -0.451 -1.477 0.547
C 4.853 0.202 -0.477
C 4.057 2.847 -0.772
C -6.455 1.143 -0.862
C 2.637 -1.808 -0.397
C -3.995 -0.551 1.190
C -3.447 0.192 -1.078
C -7.393 0.276 1.920
C 3.503 0.509 -0.624
C 5.402 2.554 -0.627
C 5.780 1.229 -0.480
C -4.354 0.062 -0.038
C 3.112 1.840 -0.772
H -7.510 0.923 -0.686
H 2.064 2.080 -0.882
H -8.138 -0.260 1.331
H 6.144 3.335 -0.626
H -6.189 0.776 -1.858
H -0.320 -2.051 -1.446
H -1.452 -0.204 -1.674
H -5.161 2.872 -0.958
H 1.569 -0.126 -0.754
H 5.161 -0.823 -0.356
H 1.460 -3.411 -0.084
H -6.810 3.164 -1.528
H -7.419 -0.092 2.941
H -6.479 3.027 0.203
H 3.744 3.874 -0.885
H -3.712 0.676 -2.007
H -7.643 1.335 1.915
H -2.413 -1.502 2.303
*
```

lowest unoccupied orbital energy	0.40	eV
E_tot	-43027.8142	eV
HOMO level	-8.5	eV
SMILES string	CCn1c(C)nc2cc(C(=O)NNC(=O)Nc3cccc(Cl)c3)ccc21
energy above the lowest of the compared OMol25 structures with the same formula, charge and spin	0.00	kcal per mole